1.
Below is a structure of composition C36H21F4MnN5P, with properties calculated with ωB97M-V/def2-TZVPD.

The geometry in XYZ format:
```
68
Properties=species:S:1:pos:R:3:forces:R:3
Mn -0.62320 0.52446 0.32061 -0.137 0.035 -0.093
C 0.97178 -1.67328 6.18240 -0.011 0.004 0.018
C -0.16003 -0.90382 6.40800 0.024 -0.013 -0.009
C -0.85291 -0.35182 5.34054 0.029 0.022 -0.005
C -0.40594 -0.57033 4.03857 -0.064 -0.027 0.052
C 0.72940 -1.34644 3.81859 0.026 -0.019 -0.037
C 1.41628 -1.89829 4.88622 -0.010 0.008 -0.010
P -1.33532 0.06351 2.62721 0.124 -0.021 0.064
C -2.52265 1.25721 3.26124 -0.026 0.027 -0.015
C -2.02725 2.43990 3.81364 -0.034 0.026 0.004
C -2.90519 3.38619 4.31381 0.016 -0.013 -0.010
C -4.27498 3.16003 4.25396 -0.025 0.005 0.000
C -4.76907 1.99180 3.69311 0.020 0.017 0.006
C -3.89485 1.03691 3.19337 0.006 -0.014 -0.022
C -2.18454 -1.25143 1.75530 -0.076 -0.051 -0.104
C -2.95585 -2.34109 2.14767 0.008 0.012 0.027
C -3.48571 -3.14786 1.15349 0.004 0.000 -0.027
C -3.25553 -2.87284 -0.19591 0.015 0.024 -0.009
C -2.48240 -1.78759 -0.59311 -0.072 -0.068 0.048
C -1.94651 -0.99298 0.40701 0.045 0.084 0.123
H 1.50873 -2.10068 7.01847 0.004 0.000 -0.001
H -0.50754 -0.73266 7.41775 -0.003 0.002 0.001
H -1.73375 0.24841 5.52574 -0.006 -0.007 -0.008
H 1.07178 -1.53586 2.80848 -0.002 -0.009 -0.026
H 2.29605 -2.50195 4.70938 0.001 -0.003 0.000
H -0.95829 2.61639 3.86413 0.000 -0.004 0.001
H -2.52354 4.30091 4.74656 0.001 0.001 0.002
H -4.95947 3.90189 4.64290 -0.001 0.000 -0.002
H -5.83590 1.82199 3.64281 -0.002 -0.003 -0.001
H -4.28312 0.12975 2.74781 0.005 -0.006 0.006
H -3.12961 -2.55634 3.19480 -0.004 -0.003 0.001
H -4.09022 -4.00372 1.42219 0.000 -0.002 0.005
H -3.69060 -3.51629 -0.94966 -0.002 0.000 0.000
H -2.31843 -1.58917 -1.64486 0.011 0.002 -0.008
C 5.40354 1.10532 -1.68720 0.002 -0.016 0.019
C 4.01601 1.02158 -1.13762 0.002 0.018 -0.019
C 3.02754 1.93177 -1.51262 -0.001 -0.010 0.000
C 1.76117 1.83188 -0.98225 0.000 -0.004 0.025
N 1.41884 0.88132 -0.09349 0.026 0.102 -0.029
C 2.36799 0.00880 0.27797 0.000 -0.011 -0.009
C 3.65363 0.04466 -0.21373 -0.018 -0.021 0.026
H 5.40067 1.43207 -2.72499 -0.005 0.012 -0.004
H 5.91150 0.14494 -1.63365 0.000 -0.001 -0.004
H 5.98010 1.82960 -1.10705 0.004 0.001 -0.006
H 3.24184 2.71624 -2.22629 0.006 0.002 0.000
H 0.97817 2.51898 -1.27671 0.000 0.001 -0.001
H 2.07250 -0.75659 0.98415 -0.001 0.005 0.019
H 4.36837 -0.69759 0.11455 0.006 0.003 -0.006
F 0.47080 -0.81017 -2.24748 0.012 0.000 -0.060
C 0.61233 -0.48075 -3.54941 0.031 -0.008 0.067
C 1.83849 -0.68748 -4.12700 -0.022 0.023 0.018
F 2.81560 -1.16803 -3.35868 -0.008 -0.009 -0.001
C 2.05753 -0.45267 -5.49717 -0.080 0.007 -0.010
C 0.92603 -0.02732 -6.22693 0.065 -0.024 -0.001
C -0.29063 0.20389 -5.62524 -0.075 0.013 0.025
F -1.28844 0.67688 -6.36177 0.016 0.000 -0.002
C -0.48518 0.01491 -4.25515 0.008 0.005 -0.073
C -1.73087 0.35055 -3.56753 0.039 -0.019 0.008
C -1.60686 0.91387 -2.34172 -0.014 -0.074 0.012
N -1.38736 1.38663 -1.28322 0.106 -0.042 0.057
C -3.02463 0.10236 -4.10228 -0.014 0.085 -0.006
N -4.08472 -0.11025 -4.49583 0.011 -0.042 -0.009
F 1.04342 0.23444 -7.51945 -0.008 -0.003 0.014
C 3.34573 -0.61443 -6.09599 0.078 -0.060 -0.011
C 3.54680 -0.69809 -7.49387 -0.029 0.126 0.013
N 3.74920 -0.75727 -8.62698 0.023 -0.063 -0.003
C 4.52369 -0.65484 -5.30613 -0.035 -0.007 -0.020
N 5.48554 -0.64019 -4.67148 0.012 0.003 -0.002
```
Forces are in eV/Å.

Output
Energy relative to the best compared isomer or geometry (same formula, charge and spin) (eV): 0.232
2S+1: 6
HOMO energy (alpha / beta) (eV): -10.5 / -11.2
Orbital gap (alpha / beta) (eV): 5.514 / 6.244
Net charge: +1

---

2.
Below is a cluster of 2 separate species, C32H41O2Si in total at a distorted geometry, with properties calculated with ωB97M-V/def2-TZVPD.

The geometry in XYZ format:
```
76
Properties=species:S:1:pos:R:3:forces:R:3
C 6.09317 1.71967 0.22698 0.247 0.107 0.255
C 5.34827 1.38342 -1.04852 -0.354 -0.883 -0.035
C 4.47027 2.53690 -1.49042 -0.067 0.261 -0.169
Si 4.28402 -0.17560 -0.83224 0.469 -0.008 -0.308
C 3.38136 -0.53894 -2.45802 -0.038 0.546 0.752
C 2.44623 -1.72511 -2.32298 -0.325 -0.217 -0.083
C 4.37924 -0.71348 -3.58856 0.144 0.085 -0.179
C 5.30407 -1.72885 -0.40312 -0.629 0.555 -0.305
C 4.86981 -2.25201 0.94907 -0.012 -0.314 0.293
C 6.80435 -1.52322 -0.49737 0.255 -0.080 -0.049
O 3.18074 0.13355 0.41684 -1.087 0.159 -0.546
C 1.79880 0.16634 0.26502 0.062 -0.822 0.543
C 1.17944 1.35663 -0.37729 0.156 0.444 -0.166
C 1.03074 -0.83387 0.71024 0.756 0.368 0.049
H 6.68573 2.62916 0.11499 -0.003 0.102 0.004
H 5.39074 1.87568 1.04595 -0.040 0.080 0.092
H 6.77627 0.92947 0.52997 -0.001 0.055 0.015
H 6.05744 1.12290 -1.84595 0.029 0.178 0.073
H 5.05904 3.43245 -1.69640 0.033 0.062 0.016
H 3.90869 2.30158 -2.39485 -0.037 0.043 -0.086
H 3.75330 2.78762 -0.70712 -0.035 0.058 0.034
H 2.78977 0.36639 -2.63699 -0.078 -0.102 -0.269
H 1.91479 -1.91602 -3.25547 -0.021 -0.060 -0.186
H 2.99133 -2.63437 -2.07245 0.076 -0.128 -0.004
H 1.69632 -1.57145 -1.54745 0.070 -0.049 -0.103
H 3.86699 -0.85750 -4.54040 -0.029 -0.054 -0.085
H 5.03046 0.15522 -3.69821 0.010 0.011 -0.029
H 5.01791 -1.58315 -3.42760 0.035 -0.075 0.016
H 4.99920 -2.43860 -1.18436 0.104 -0.073 0.124
H 5.39930 -3.16899 1.21451 0.043 -0.061 0.025
H 5.07134 -1.51098 1.72386 -0.024 -0.028 0.100
H 3.79922 -2.46274 0.96863 0.020 -0.018 0.068
H 7.33765 -2.47493 -0.50701 -0.007 -0.085 -0.013
H 7.08148 -0.98020 -1.40238 0.110 -0.003 0.007
H 7.17673 -0.96592 0.36080 0.043 -0.012 -0.012
H 0.11849 1.18977 -0.56820 0.052 -0.072 0.095
H 1.27768 2.23577 0.26214 0.095 0.065 -0.043
H 1.65481 1.57795 -1.33149 0.051 0.117 -0.013
H -0.03487 -0.80472 0.61026 -0.371 0.139 -0.104
H 1.46159 -1.70343 1.16304 0.208 -0.304 0.212
C -7.47061 0.93987 5.73762 -0.734 0.426 0.273
O -6.29769 0.16411 5.65366 1.562 -0.175 -1.980
C -5.63007 0.27833 4.45535 -0.370 -0.073 0.751
C -4.45164 -0.47545 4.27875 -0.206 -0.050 0.531
C -3.76105 -0.45276 3.10290 -0.211 -0.022 -0.033
C -4.19816 0.34168 2.02385 0.658 0.074 -0.931
C -3.62963 0.24740 0.69755 -1.492 -0.126 0.668
C -3.88711 1.21255 -0.34540 -0.170 0.837 -0.635
C -3.78368 0.58420 -1.60622 -0.392 1.420 -0.288
C -4.10764 1.28190 -2.76766 0.394 -1.168 0.663
C -4.47262 2.60786 -2.66914 -0.131 0.596 0.418
C -4.49934 3.25359 -1.43363 -0.107 0.236 -0.485
C -4.22018 2.57204 -0.27208 0.334 -0.740 0.360
C -3.33597 -0.77501 -1.37699 0.442 -1.339 0.143
C -3.18707 -0.95842 0.02142 0.699 -0.886 -0.291
C -2.76764 -2.20830 0.50102 -0.307 0.829 0.090
C -2.52162 -3.22454 -0.39515 0.042 -0.342 -0.360
C -2.70463 -3.04120 -1.76468 0.203 -0.435 0.572
C -3.10490 -1.82157 -2.26443 -0.397 1.263 0.320
C -5.35338 1.13246 2.22180 0.467 -0.025 -0.360
C -6.05371 1.09521 3.38883 -0.445 -0.124 0.850
H -7.92886 0.77300 6.71308 0.245 -0.102 -0.124
H -7.22277 1.99739 5.63551 -0.121 0.043 0.056
H -8.17514 0.64347 4.95863 -0.078 0.036 0.063
H -4.11583 -1.08216 5.09989 0.106 -0.133 0.208
H -2.86147 -1.03105 3.00179 0.181 -0.080 0.105
H -4.07882 0.78321 -3.72022 0.022 -0.047 -0.245
H -4.73663 3.15830 -3.55775 0.016 0.080 -0.117
H -4.73759 4.30304 -1.38559 -0.073 0.135 -0.027
H -4.22374 3.07472 0.67995 0.019 0.188 0.118
H -2.63995 -2.37432 1.55517 0.041 -0.166 0.124
H -2.20266 -4.18611 -0.02821 0.059 -0.117 0.036
H -2.54427 -3.86835 -2.43712 0.074 -0.102 -0.074
H -3.26119 -1.67418 -3.31857 -0.006 -0.026 -0.236
H -5.72629 1.72446 1.40507 -0.164 0.007 -0.048
H -6.95835 1.66826 3.48360 -0.072 0.121 -0.103
```
Forces are in eV/Å.

Output
HOMO energy (eV): -10.7
Orbital gap (eV): 4.872
Net charge: +1